One molecule with the formula C5H10BN at a distorted geometry. Source: the OMol25 dataset; level of theory: the ωB97M-V functional and the def2-TZVPD basis.

2S+1: 1
Energy above the lowest of the compared OMol25 structures with the same formula, charge and spin (kJ/mol): 433.1
Strongest force on any atom (eV/Å): 3.5
Frontier orbital gap (spin up / spin down) (hartree): 0.277 / 0.302
HOMO (spin up / spin down) (eV): -7.837 / -8.476
Total energy (eV): -7509.8788

Structure (XYZ):
```
17
Properties=species:S:1:pos:R:3:forces:R:3:mulliken_charge:R:1
B -1.6307 -0.1675 0.1100 -0.28 1.62 -1.30 0.313
C -3.0177 -0.8372 -0.3471 1.78 0.00 1.30 -0.745
C 2.5204 -0.2412 0.6070 -0.31 -1.07 -0.25 -0.691
C 2.0826 0.0344 -0.8550 1.61 2.23 1.72 -0.581
C -0.1464 -0.6904 0.2365 -1.85 1.14 0.73 -0.656
C 1.0370 0.1854 0.2941 2.06 -2.56 -1.10 0.264
N -1.7347 1.2814 0.2184 0.20 -1.21 -0.05 -0.516
H -3.2283 -1.8978 -0.4811 0.04 0.29 -0.17 0.319
H -3.8690 -0.1815 -0.1997 -0.22 -0.17 -0.32 0.260
H 2.6244 -1.3033 0.8748 -0.14 0.47 -0.19 0.268
H 3.2973 0.3763 1.2142 -1.81 -0.64 -1.48 0.218
H 2.4875 1.0275 -1.1175 -0.46 -0.40 -0.13 0.203
H 2.1122 -0.5662 -1.7495 -0.40 -0.92 0.53 0.330
H -0.2214 -1.6895 0.5600 1.30 -1.48 0.14 0.413
H 1.0051 1.2041 0.4579 -1.11 1.94 0.46 0.181
H -2.4572 1.7384 -0.3468 0.86 0.31 0.86 0.209
H -0.8610 1.7271 0.5237 -1.27 0.45 -0.74 0.211
```
Positions in Å, forces in eV/Å.